No. 1
{"formula": "C11H41NO10", "method": "ωB97M-V/def2-TZVPD", "elements": ["C", "C", "C", "C", "C", "C", "C", "C", "C", "N", "O", "H", "H", "H", "H", "H", "H", "H", "H", "H", "H", "H", "H", "H", "H", "H", "H", "H", "H", "H", "C", "O", "H", "H", "H", "H", "C", "O", "H", "H", "H", "H", "O", "H", "H", "O", "H", "H", "O", "H", "H", "O", "H", "H", "O", "H", "H", "O", "H", "H", "O", "H", "H"], "positions_angstrom": [[-1.96, 2.65, 1.02], [-0.47, 2.44, 1.32], [0.29, 2.69, 0.01], [0.01, 3.46, 2.35], [-0.27, 3.14, 3.79], [0.29, 1.73, 3.99], [-0.30, 0.61, 3.12], [0.57, -0.62, 3.34], [-1.72, 0.24, 3.60], [-0.22, 1.05, 1.73], [-0.73, 0.11, 0.80], [-2.14, 3.54, 0.41], [-2.45, 1.85, 0.46], [-2.48, 2.68, 1.99], [0.40, 3.73, -0.28], [1.30, 2.28, 0.09], [-0.15, 2.11, -0.79], [1.05, 3.77, 2.20], [-0.47, 4.40, 2.02], [0.32, 3.82, 4.41], [-1.32, 3.17, 4.09], [0.04, 1.48, 5.03], [1.38, 1.72, 3.91], [0.60, -0.91, 4.39], [1.60, -0.60, 2.98], [0.12, -1.44, 2.76], [-1.67, 0.03, 4.67], [-2.13, -0.64, 3.11], [-2.42, 1.06, 3.49], [0.06, -0.19, 0.34], [0.25, -4.28, -2.69], [0.74, -4.88, -1.51], [0.53, -4.90, -3.54], [-0.84, -4.18, -2.62], [0.62, -3.25, -2.81], [0.34, -4.57, -0.69], [3.30, -2.06, 0.20], [1.94, -2.45, -0.12], [3.83, -3.00, 0.33], [3.74, -1.57, -0.67], [3.28, -1.42, 1.08], [2.00, -3.17, -0.76], [-0.89, -1.23, -5.03], [-1.11, -1.46, -4.12], [-1.74, -0.98, -5.43], [0.36, -0.86, -1.78], [1.03, -0.19, -2.02], [0.78, -1.41, -1.09], [-0.81, -3.61, 0.44], [-1.63, -3.81, 0.90], [-0.63, -2.68, 0.64], [-2.39, -1.24, -2.43], [-2.78, -1.91, -1.86], [-1.50, -1.10, -2.05], [2.16, 1.24, -2.47], [1.81, 1.38, -3.38], [3.10, 1.08, -2.58], [-1.60, 1.65, -3.39], [-1.80, 0.72, -3.25], [-0.88, 1.83, -2.77], [0.96, 0.98, -4.91], [0.42, 1.76, -5.10], [0.32, 0.24, -4.88]], "smiles": "CC1(C)CCCC(C)(C)N1O.CO.CO.O.O.O.O.O.O.O", "energy_ev": -34036.48694, "relative_energy_kcal_mol": 0.0, "homo_lumo_gap_ev": 8.48, "largest_force_ev_per_a": 1.75, "homo_energy_ev": -8.192}


No. 2
{"formula": "C11H42CdF6N2O17S2", "method": "ωB97M-V/def2-TZVPD", "elements": ["Cd", "C", "F", "F", "F", "S", "O", "O", "N", "S", "O", "O", "C", "F", "F", "F", "C", "C", "C", "C", "C", "C", "N", "O", "C", "C", "C", "H", "H", "H", "H", "H", "H", "H", "H", "H", "H", "H", "H", "H", "H", "H", "H", "H", "H", "O", "H", "H", "O", "H", "H", "O", "H", "H", "O", "H", "H", "O", "H", "H", "O", "H", "H", "O", "H", "H", "O", "H", "H", "O", "H", "H", "O", "H", "H", "O", "H", "H", "O", "H", "H"], "positions_angstrom": [[0.27, -1.88, 4.16], [3.98, -1.52, 2.33], [4.84, -1.58, 1.27], [4.28, -2.36, 3.33], [4.13, -0.31, 2.77], [2.16, -1.90, 1.73], [1.92, -1.75, 0.26], [1.87, -3.23, 2.23], [1.15, -0.87, 2.72], [1.06, 0.43, 1.82], [2.33, 0.86, 1.20], [-0.06, 0.29, 0.90], [0.70, 1.73, 3.21], [-0.48, 1.52, 3.81], [1.60, 1.64, 4.16], [0.67, 2.99, 2.79], [-4.73, 0.31, -3.11], [-4.50, 1.88, -3.05], [-3.66, 2.15, -1.70], [-2.16, 1.86, -1.69], [-1.65, 2.73, -2.79], [-2.27, 2.34, -4.23], [-3.76, 2.45, -4.19], [-4.42, 2.21, -5.44], [-1.70, 1.00, -4.73], [-1.72, 3.47, -5.14], [-5.87, 2.63, -2.86], [-5.57, 0.07, -3.77], [-4.90, -0.14, -2.13], [-3.84, -0.15, -3.54], [-4.13, 1.64, -0.85], [-3.62, 3.20, -1.43], [-1.90, 0.81, -1.83], [-1.72, 2.05, -0.71], [-0.56, 2.75, -2.73], [-1.95, 3.75, -2.57], [-1.87, 0.20, -4.01], [-0.65, 0.88, -5.01], [-2.26, 0.66, -5.60], [-0.65, 3.64, -5.21], [-2.09, 4.46, -4.86], [-2.04, 3.35, -6.18], [-6.51, 2.19, -2.09], [-6.39, 2.73, -3.81], [-5.58, 3.59, -2.44], [4.17, -5.35, 2.84], [3.37, -5.09, 2.38], [4.79, -4.65, 2.64], [2.17, -2.09, 5.29], [2.58, -1.41, 5.83], [2.52, -2.91, 5.64], [6.15, -4.21, 1.18], [6.95, -4.74, 1.14], [6.06, -3.84, 0.30], [4.18, 1.14, -0.85], [3.63, 1.06, -1.63], [3.66, 0.77, -0.15], [-0.24, -1.67, -1.90], [-0.52, -1.48, -1.00], [0.68, -1.90, -1.82], [3.39, -4.73, -0.34], [3.26, -3.79, -0.21], [2.60, -5.01, -0.79], [0.92, 1.72, 6.95], [0.66, 2.58, 7.28], [1.18, 1.88, 6.04], [1.38, 0.53, -2.23], [0.56, 0.10, -1.99], [1.23, 0.83, -3.13], [-0.19, -0.64, 5.63], [0.33, -0.08, 6.20], [-1.08, -0.29, 5.68], [-1.65, -1.14, 3.37], [-2.16, -1.90, 3.64], [-2.20, -0.70, 2.72], [4.37, -2.11, -1.41], [4.70, -1.27, -1.09], [5.09, -2.72, -1.27], [-3.27, -0.09, 1.66], [-2.82, 0.22, 0.88], [-4.18, 0.19, 1.54]], "energy_ev": -92406.75321, "relative_energy_kcal_mol": 132.5, "homo_lumo_gap_ev": 1.29, "largest_force_ev_per_a": 5.98, "homo_energy_ev": -4.149}